88
Properties=species:S:1:pos:R:3 method="wB97M-V/def2-TZVPD" e_tot_ev=-66657.7534 e_lumo_ha=-0.006 orbital_gap_ev=8.643 total_charge=0
I 2.220 -0.545 1.881
S -0.160 3.782 2.065
P 0.291 1.899 2.270
O 2.549 1.748 -1.071
O -4.849 0.081 4.453
O 2.344 -6.735 -2.526
N 3.637 -4.881 -2.703
N -0.326 1.954 -0.841
N 4.111 6.005 2.310
C -2.945 -0.997 -0.107
C 1.278 1.136 0.855
C -5.387 -1.128 0.581
C -4.841 1.249 5.249
C 4.158 4.942 1.273
C 3.403 -6.224 -2.386
C -1.195 1.729 -2.006
C 1.599 0.752 -1.484
C -6.230 -1.236 2.977
C 2.546 -2.672 -3.179
C -5.940 0.137 3.550
C -0.639 3.716 -3.517
C 3.578 3.682 1.898
C 0.452 0.756 -0.450
C -4.202 -0.174 0.240
C -5.133 -1.720 2.001
C 2.403 -0.529 -1.758
C -1.680 -0.355 0.526
C 3.571 2.478 0.924
C -1.635 3.119 -2.519
C -0.412 -0.505 -0.354
C 4.659 -4.350 -1.768
C 2.214 2.189 0.264
C 4.535 -7.094 -1.853
C 1.625 -1.662 -2.453
C 2.391 -4.108 -2.646
H 4.432 -4.647 -0.738
H -0.724 1.157 -2.804
H -0.895 1.170 2.465
H -5.762 0.883 2.761
H 3.152 6.128 2.624
H -1.485 -0.896 1.457
H 1.131 -2.234 -1.662
H -1.647 3.779 -1.649
H 0.149 -1.352 0.041
H 5.645 -4.699 -2.063
H 4.693 -3.263 -1.781
H 0.815 -1.306 -3.093
H 2.605 3.902 2.340
H 4.022 1.620 1.426
H -1.920 0.674 0.793
H 1.752 3.159 0.081
H 2.219 -2.680 -4.221
H -2.638 3.045 -2.944
H 4.639 -6.963 -0.774
H 4.375 6.891 1.889
H -2.120 1.216 -1.700
H 3.203 -0.234 -2.445
H -7.188 -1.223 2.456
H 1.676 -4.602 -3.297
H 1.085 1.648 3.411
H -3.883 1.382 5.750
H -4.152 -1.386 2.339
H 5.498 -6.861 -2.309
H -0.949 2.247 -0.094
H -4.498 0.496 -0.572
H -3.045 -2.004 0.301
H -5.060 2.130 4.636
H 0.369 3.747 -3.102
H -6.290 -1.944 3.807
H 1.972 -4.145 -1.629
H 1.352 1.095 -2.493
H 3.568 5.291 0.416
H -6.830 0.460 4.111
H -5.343 -1.909 -0.182
H -0.931 4.758 -3.682
H -4.030 0.416 1.144
H 5.212 4.813 1.029
H 4.245 3.425 2.726
H -5.604 1.183 6.037
H -6.346 -0.614 0.516
H -0.699 3.232 -4.492
H 4.297 -8.139 -2.015
H -5.190 -2.808 1.969
H 4.247 2.735 0.108
H 2.902 -0.950 -0.883
H -2.853 -1.065 -1.193
H 3.589 -2.355 -3.179
H -0.751 -0.837 -1.335